{
  "formula": "C16H23Cl3CoN3O7PS2Si",
  "method": "ωB97M-V/def2-TZVPD",
  "molar_mass_da": 657.86,
  "largest_force_ev_per_a": 0.332,
  "lumo_ev": [4.284, 4.284],
  "total_charge": -2,
  "gap_ev": [6.20, 6.53],
  "s_squared": 0.7645,
  "e_homo_ev": [-1.9, -2.2],
  "spin_multiplicity": 2,
  "elements": ["Co", "C", "S", "C", "S", "N", "N", "C", "C", "C", "C", "C", "C", "N", "H", "H", "H", "H", "H", "H", "H", "H", "O", "C", "O", "C", "O", "O", "Cl", "Si", "Cl", "Cl", "C", "C", "O", "P", "O", "C", "C", "O", "C", "C", "H", "H", "H", "H", "H", "H", "H", "H", "H", "H", "H", "H", "H", "H", "H"],
  "xyz": [[-0.9168, -0.6724, 1.6215], [-2.7045, 1.4082, 6.1365], [-1.1453, 2.0159, 5.4706], [-0.8148, 0.8134, 4.1903], [-1.7468, -0.5719, 4.0097], [0.2466, 1.1911, 3.5164], [0.5855, 0.3708, 2.4716], [1.8063, 0.5380, 2.1182], [2.5491, -0.1727, 1.0822], [3.8452, 0.2889, 0.8093], [4.6064, -0.3604, -0.1408], [4.0672, -1.4635, -0.7863], [2.7841, -1.8622, -0.4364], [2.0379, -1.2353, 0.4631], [-2.9945, 2.1152, 6.9159], [-2.5728, 0.4168, 6.5656], [-3.4750, 1.3505, 5.3696], [2.3675, 1.2752, 2.6874], [4.2287, 1.1477, 1.3453], [5.6062, -0.0132, -0.3741], [4.6224, -2.0091, -1.5380], [2.3285, -2.7360, -0.8895], [-3.9626, 1.6501, 0.9539], [-3.0803, 0.8019, 0.9594], [-1.8512, 1.0054, 1.2828], [-3.3511, -0.6515, 0.4514], [-4.3937, -0.9423, -0.1088], [-2.3644, -1.4664, 0.6639], [-1.3540, -4.0290, 3.2101], [-0.0326, -2.7581, 2.1012], [1.6946, -2.8192, 3.3858], [0.5773, -4.2503, 0.6470], [-1.2018, -2.9249, -3.2944], [-0.5053, -2.2673, -2.1238], [0.0143, -0.9899, -2.5535], [-0.2995, 0.2361, -1.5173], [-1.7203, 0.6597, -2.1626], [-2.3590, 1.8967, -1.8250], [-2.2932, 2.8357, -3.0145], [0.5708, 1.4272, -2.2681], [1.9695, 1.4708, -2.0263], [2.6814, 1.8418, -3.3105], [-1.5765, -3.9068, -2.9994], [-0.5127, -3.0466, -4.1339], [-2.0428, -2.3114, -3.6201], [0.3204, -2.8787, -1.7652], [-1.2016, -2.1425, -1.2872], [-1.8821, 2.3484, -0.9516], [-3.3869, 1.6666, -1.5525], [-1.2586, 3.0759, -3.2603], [-2.8302, 3.7603, -2.7859], [-2.7574, 2.3706, -3.8868], [2.3315, 0.5005, -1.6793], [2.1771, 2.2045, -1.2403], [2.4840, 1.0882, -4.0740], [3.7596, 1.9039, -3.1429], [2.3261, 2.8057, -3.6798]],
  "atomic_forces_ev_per_a": [[0.1820, 0.0044, 0.2774], [0.0447, -0.0586, 0.0840], [-0.0979, -0.1202, -0.0973], [0.1612, 0.1633, -0.0516], [-0.1361, -0.1127, -0.0376], [-0.1672, 0.0178, 0.1136], [-0.0983, -0.1314, -0.1127], [0.0397, 0.0771, 0.0521], [0.0805, 0.0905, 0.0439], [-0.0525, -0.0460, -0.0210], [0.0232, 0.0161, 0.0035], [-0.0139, -0.0387, -0.0130], [-0.0013, -0.0075, -0.0218], [-0.0058, -0.0172, -0.0614], [-0.0054, 0.0133, -0.0129], [-0.0157, 0.0198, 0.0245], [0.0771, 0.0871, -0.0218], [0.0429, 0.0183, -0.0286], [0.0001, 0.0053, -0.0002], [0.0039, -0.0069, -0.0041], [-0.0031, -0.0059, 0.0055], [0.0313, 0.0181, 0.0004], [0.0250, -0.1117, 0.0058], [-0.0636, 0.2176, -0.1134], [0.1211, -0.0888, 0.0259], [-0.1040, -0.1393, 0.1213], [0.0433, 0.0374, -0.0395], [-0.0304, 0.0047, -0.0908], [0.0800, 0.0456, -0.0453], [-0.0889, -0.0213, 0.0898], [-0.0180, -0.0375, -0.0261], [0.0026, 0.0349, 0.0174], [-0.0136, 0.0624, -0.0037], [-0.1031, -0.0491, -0.0116], [0.1267, 0.0316, 0.1239], [-0.1583, 0.1654, -0.0505], [-0.2072, -0.0854, -0.0805], [0.1136, 0.1361, 0.0204], [-0.0629, -0.0031, -0.0087], [0.1847, -0.0817, -0.1834], [0.0173, 0.0076, 0.0639], [-0.0325, 0.0034, -0.0041], [-0.0007, 0.0039, 0.0109], [-0.0066, -0.0045, 0.0039], [-0.0020, -0.0171, 0.0045], [0.0511, -0.0105, -0.0206], [0.0340, -0.0085, -0.0243], [-0.0409, -0.0467, 0.0381], [-0.0052, -0.0098, 0.0139], [0.0035, -0.0172, 0.0122], [0.0003, -0.0080, -0.0001], [0.0022, 0.0137, -0.0035], [0.0100, -0.0092, 0.0317], [0.0091, -0.0073, 0.0004], [0.0083, 0.0071, 0.0018], [0.0057, 0.0028, -0.0029], [0.0099, -0.0031, 0.0019]],
  "lowdin_charge": [0.113, -0.491, 0.783, -1.097, 0.646, -0.102, -0.076, -0.103, -0.290, -0.043, -0.094, -0.076, -0.164, 0.087, 0.013, 0.007, 0.023, 0.115, 0.104, 0.097, 0.094, 0.065, 0.022, -0.601, -0.141, -0.563, 0.038, -0.180, 0.062, -0.447, 0.080, 0.104, -0.077, -0.322, -0.296, 0.905, -0.279, -0.291, -0.084, -0.297, -0.328, -0.081, 0.074, 0.066, 0.076, 0.049, 0.085, 0.109, 0.112, 0.058, 0.069, 0.070, 0.072, 0.116, 0.075, 0.066, 0.069]
}